The following is a DFT calculation (wB97M-V/def2-TZVPD) of a molecular structure, C6H16AgO4S2 in a non-equilibrium geometry.

CARTESIAN COORDINATES (ANGSTROEM)
Ag (0.360, 0.369, 0.161)
O (1.106, 1.431, -1.711)
C (1.659, 2.555, -1.114)
C (1.093, 3.104, 0.210)
O (0.889, 2.238, 1.273)
H (1.718, 3.420, -1.810)
H (2.717, 2.286, -0.869)
H (0.155, 3.674, -0.019)
H (1.797, 3.907, 0.530)
C (-1.503, -2.020, 2.332)
S (0.249, -1.775, 2.671)
O (0.994, -1.702, 1.384)
C (0.116, -0.074, 3.243)
H (-1.842, -1.343, 1.546)
H (-2.046, -1.765, 3.244)
H (-1.652, -3.057, 2.040)
H (-0.396, -0.063, 4.206)
H (-0.337, 0.608, 2.516)
H (1.150, 0.271, 3.306)
C (0.328, -2.004, -1.796)
S (-1.418, -1.646, -1.801)
O (-1.664, -0.758, -0.625)
C (-1.382, -0.527, -3.193)
H (0.920, -1.083, -1.855)
H (0.595, -2.678, -2.614)
H (0.552, -2.492, -0.847)
H (-0.759, 0.336, -2.923)
H (-2.401, -0.197, -3.392)
H (-0.996, -1.014, -4.090)

Values from the calculation:
energy relative to the best compared isomer or geometry (same formula, charge and spin): 0.0 kcal/mol
maximum force: 1.41 eV Å⁻¹
total charge: -1
HOMO energy: -2.84 eV
LUMO energy: 2.6 eV
DFT total energy: -40338.62096 eV